Density functional theory data (ωB97M-V/def2-TZVPD) for a cluster of 12 separate species, C52H140N12O14 in total.

XYZ file:
```
218
Properties=species:S:1:pos:R:3:lowdin_charge:R:1
C -0.951 -1.940 -4.364 -0.098
O -0.061 -2.841 -4.992 -0.171
C 0.539 -3.741 -4.088 -0.208
C 1.760 -4.322 -4.732 -0.436
C 1.461 -5.091 -6.005 -0.065
N 2.449 -5.291 -3.836 0.038
H -1.625 -2.426 -3.650 0.077
H -1.578 -1.494 -5.136 0.102
H -0.355 -1.146 -3.900 0.074
H 0.872 -3.134 -3.226 0.116
H -0.151 -4.526 -3.760 0.139
H 2.509 -3.557 -4.955 0.108
H 0.759 -5.918 -5.929 0.082
H 2.384 -5.417 -6.496 0.076
H 1.063 -4.402 -6.762 0.078
H 2.624 -4.855 -2.932 0.051
H 3.374 -5.478 -4.206 0.066
C 8.864 4.256 -0.525 -0.130
O 7.690 3.544 -0.804 -0.212
C 6.961 4.172 -1.873 -0.196
C 5.703 3.391 -2.198 -0.416
C 5.027 2.908 -0.914 -0.080
N 6.064 2.268 -3.072 0.046
H 9.517 4.300 -1.403 0.088
H 9.429 3.724 0.244 0.084
H 8.614 5.233 -0.095 0.089
H 6.750 5.207 -1.577 0.123
H 7.657 4.151 -2.721 0.121
H 5.039 4.106 -2.692 0.121
H 4.985 3.674 -0.139 0.056
H 5.668 2.108 -0.524 0.069
H 4.043 2.460 -1.018 0.050
H 6.755 1.670 -2.630 0.072
H 5.251 1.666 -3.175 0.059
C -6.520 1.168 3.117 -0.121
O -7.643 1.404 2.341 -0.174
C -7.954 0.328 1.468 -0.203
C -8.835 0.836 0.350 -0.462
C -10.207 1.282 0.806 -0.061
N -8.860 -0.027 -0.836 0.046
H -6.275 2.099 3.637 0.095
H -5.605 0.886 2.581 0.075
H -6.743 0.443 3.909 0.066
H -7.016 -0.011 1.009 0.113
H -8.456 -0.465 2.043 0.133
H -8.306 1.746 0.023 0.140
H -10.107 1.939 1.676 0.077
H -10.655 0.421 1.343 0.081
H -10.929 1.645 0.087 0.074
H -7.943 -0.446 -0.945 0.015
H -9.521 -0.788 -0.692 0.068
C -4.345 -1.299 6.085 -0.138
O -5.198 -2.292 6.564 -0.180
C -6.501 -2.359 6.043 -0.219
C -7.355 -1.147 6.301 -0.438
C -7.530 -0.810 7.774 -0.055
N -8.725 -1.334 5.716 0.040
H -4.462 -0.344 6.616 0.087
H -4.390 -1.080 5.009 0.076
H -3.310 -1.609 6.246 0.083
H -6.428 -2.574 4.965 0.123
H -6.983 -3.218 6.518 0.133
H -6.979 -0.263 5.780 0.100
H -6.604 -0.316 8.087 0.077
H -7.772 -1.691 8.364 0.088
H -8.266 -0.018 7.923 0.082
H -9.370 -1.346 6.496 0.053
H -8.846 -2.201 5.207 0.059
C 4.553 -1.912 -3.192 -0.078
O 4.232 -1.404 -4.473 -0.204
C 4.874 -1.996 -5.565 -0.242
C 4.088 -1.836 -6.844 -0.429
C 4.878 -2.122 -8.120 -0.061
N 3.511 -0.461 -6.961 0.049
H 4.381 -1.072 -2.525 0.069
H 5.623 -2.148 -3.092 0.096
H 3.995 -2.825 -2.968 0.075
H 5.892 -1.567 -5.570 0.135
H 5.113 -3.072 -5.479 0.127
H 3.276 -2.569 -6.817 0.118
H 4.157 -2.222 -8.925 0.080
H 5.474 -3.029 -7.981 0.078
H 5.612 -1.341 -8.330 0.077
H 3.381 -0.143 -6.001 0.050
H 4.316 0.095 -7.253 0.064
C -0.935 5.186 1.773 -0.108
O 0.466 5.233 1.587 -0.204
C 0.850 6.345 0.792 -0.207
C 2.329 6.196 0.546 -0.437
C 3.007 7.440 -0.003 -0.058
N 2.620 5.046 -0.304 0.068
H -1.159 4.384 2.475 0.081
H -1.433 4.982 0.820 0.084
H -1.277 6.123 2.226 0.089
H 0.332 6.339 -0.173 0.127
H 0.685 7.244 1.403 0.132
H 2.821 5.947 1.491 0.137
H 3.203 8.142 0.813 0.077
H 2.429 7.952 -0.775 0.078
H 4.002 7.210 -0.385 0.073
H 2.386 5.166 -1.280 0.043
H 2.133 4.212 -0.002 0.065
C 5.301 1.079 6.443 -0.099
O 4.991 0.116 5.450 -0.196
C 5.448 0.436 4.160 -0.223
C 5.066 1.801 3.613 -0.451
C 3.561 1.913 3.408 -0.043
N 5.770 2.085 2.363 0.056
H 6.329 1.439 6.299 0.093
H 5.194 0.590 7.405 0.089
H 4.664 1.964 6.359 0.083
H 6.553 0.378 4.170 0.129
H 5.123 -0.365 3.494 0.108
H 5.350 2.533 4.383 0.120
H 3.033 1.365 4.195 0.077
H 3.297 1.496 2.439 0.062
H 3.184 2.935 3.484 0.076
H 6.774 2.113 2.520 0.076
H 5.538 3.028 2.063 0.069
C -0.732 4.668 -2.866 -0.109
O 0.659 4.497 -2.813 -0.207
C 1.343 5.341 -3.714 -0.218
C 1.436 4.781 -5.137 -0.436
C 2.231 3.479 -5.120 -0.048
N 2.007 5.796 -6.030 0.044
H -1.187 3.966 -2.163 0.072
H -1.152 4.380 -3.839 0.090
H -1.085 5.677 -2.630 0.093
H 0.877 6.332 -3.808 0.130
H 2.375 5.461 -3.364 0.116
H 0.419 4.504 -5.437 0.128
H 3.175 3.651 -4.575 0.077
H 2.525 3.100 -6.098 0.078
H 1.758 2.706 -4.511 0.060
H 2.472 5.256 -6.755 0.067
H 2.770 6.303 -5.589 0.071
C -0.473 -6.207 4.332 -0.105
O -1.831 -5.993 4.047 -0.182
C -2.051 -5.276 2.848 -0.206
C -3.439 -4.688 2.976 -0.405
C -3.945 -4.111 1.653 -0.067
N -3.442 -3.603 3.989 0.072
H 0.073 -5.260 4.436 0.084
H 0.053 -6.819 3.588 0.094
H -0.414 -6.762 5.268 0.088
H -1.267 -4.504 2.801 0.106
H -1.955 -5.873 1.932 0.133
H -4.125 -5.493 3.263 0.141
H -3.855 -4.894 0.891 0.079
H -3.356 -3.247 1.357 0.042
H -4.991 -3.801 1.679 0.076
H -2.693 -3.851 4.632 0.073
H -4.305 -3.690 4.515 0.060
C -2.856 0.359 -2.976 -0.100
O -3.886 -0.408 -3.584 -0.196
C -4.179 -1.626 -2.920 -0.213
C -5.417 -1.506 -2.027 -0.432
C -5.894 -2.905 -1.656 -0.058
N -6.516 -0.795 -2.676 0.048
H -3.269 0.917 -2.131 0.094
H -2.495 1.053 -3.734 0.094
H -2.024 -0.285 -2.679 0.051
H -4.262 -2.377 -3.714 0.132
H -3.321 -1.975 -2.325 0.115
H -5.106 -1.001 -1.107 0.124
H -6.141 -3.513 -2.527 0.083
H -6.820 -2.772 -1.086 0.074
H -5.203 -3.432 -0.998 0.062
H -6.112 -0.104 -3.310 0.078
H -6.960 -1.393 -3.374 0.088
C 3.711 -2.676 4.329 -0.085
O 3.657 -3.509 3.176 -0.200
C 3.789 -2.827 1.944 -0.220
C 3.163 -3.656 0.832 -0.196
N 1.934 -4.361 1.236 -0.026
C 0.747 -3.653 0.735 -0.181
C 0.302 -2.476 1.608 -0.229
O 0.529 -2.695 2.974 -0.203
C -0.215 -1.855 3.815 -0.099
H 3.100 -3.112 5.117 0.091
H 3.283 -1.708 4.054 0.071
H 4.738 -2.526 4.673 0.086
H 4.856 -2.630 1.775 0.128
H 3.283 -1.853 2.024 0.105
H 3.900 -4.386 0.472 0.110
H 3.000 -3.029 -0.049 0.084
H 1.926 -4.309 2.252 0.082
H -0.069 -4.380 0.728 0.098
H 0.921 -3.328 -0.290 0.103
H -0.784 -2.423 1.419 0.094
H 0.666 -1.500 1.250 0.108
H 0.013 -2.073 4.857 0.093
H -1.308 -1.927 3.737 0.066
H 0.091 -0.833 3.552 0.087
C -3.132 -0.557 1.606 -0.124
O -2.670 0.502 0.814 -0.170
C -1.485 1.031 1.362 -0.233
C -0.703 1.741 0.299 -0.190
N -0.205 0.759 -0.672 -0.035
C 0.553 1.338 -1.743 -0.210
C 1.602 0.409 -2.342 -0.195
O 2.865 0.582 -1.723 -0.221
C 2.953 -0.070 -0.478 -0.124
H -3.145 -0.338 2.682 0.089
H -2.493 -1.445 1.531 0.045
H -4.109 -0.882 1.250 0.079
H -0.855 0.215 1.751 0.095
H -1.691 1.673 2.230 0.128
H 0.074 2.389 0.703 0.118
H -1.450 2.358 -0.242 0.117
H -1.053 0.271 -0.935 0.082
H 1.036 2.273 -1.443 0.114
H -0.095 1.727 -2.555 0.109
H 1.731 0.705 -3.383 0.111
H 1.287 -0.636 -2.260 0.108
H 2.457 0.537 0.296 0.078
H 3.991 -0.122 -0.146 0.094
H 2.447 -1.041 -0.436 0.063
```

Its total charge is 0. As for the SMILES: COC[C@H](C)N.COC[C@H](C)N.COC[C@H](C)N.COC[C@H](C)N.COC[C@H](C)N.COC[C@H](C)N.COC[C@H](C)N.COC[C@H](C)N.COC[C@H](C)N.COC[C@H](C)N.COCCNCCOC.COCCNCCOC. The energy relative to the best compared isomer or geometry (same formula, charge and spin) comes out at 20.74 kcal/mol. The frontier orbital gap comes out at 0.3372 hartree. Its LUMO energy is 0.016 Eh. As for the total energy: -3775.322439 hartree.